(1)
The following is a DFT calculation (ωB97M-V/def2-TZVPD) of a cluster of 2 separate species, C3H10N2O in total.

```
16
Properties=species:S:1:pos:R:3:lowdin_charge:R:1
O 1.129 -1.798 2.492 -0.03
N -0.147 0.622 0.860 0.09
N 0.332 -1.521 -0.898 0.02
C 0.001 -0.230 -1.365 -0.20
C -0.763 2.125 -0.977 -0.07
C -0.382 0.762 -0.538 -0.42
H -1.788 2.288 -0.645 0.08
H 0.484 -2.181 -1.648 0.07
H 1.672 -1.597 3.232 0.02
H -0.667 2.179 -2.058 0.07
H -0.355 -1.954 -0.306 0.07
H -0.152 -0.304 1.229 0.03
H -0.157 2.884 -0.481 0.08
H -0.695 1.328 1.340 0.08
H -0.084 -0.024 -2.426 0.10
H 1.571 -2.578 2.191 0.03
```

## Properties
Frontier orbital gap in eV: 7.82
E_HOMO in eV: -6.9
E in eV: -8300.257
LUMO energy in eV: 0.89
Multiplicity: 1
Net charge: 0
SMILES string: C/C(N)=C/N.O

***

(2)
The following is a DFT calculation (ωB97M-V/def2-TZVPD) of a structure of composition C7H10N4O.

```
22
Properties=species:S:1:pos:R:3:lowdin_charge:R:1
O 2.501 0.406 3.474 0.06
N 0.398 -0.097 4.314 0.07
N -0.730 -0.249 1.839 0.06
N 0.815 -0.413 -0.408 0.11
N -1.121 -0.904 -1.692 0.02
C -0.436 -0.512 -2.997 -0.25
C 1.316 0.206 3.356 -0.52
C -0.163 1.060 -3.267 -0.11
C 1.328 0.042 0.755 -0.03
C 0.542 -0.051 1.950 -0.20
C -0.519 -0.539 -0.438 -0.26
C -1.360 -0.398 0.740 -0.06
H 0.639 -1.000 -2.871 0.12
H 0.434 0.327 5.300 0.12
H 2.460 0.059 0.889 0.14
H -0.771 -0.964 -4.011 0.11
H 0.655 1.143 -2.307 0.11
H -2.072 -0.801 -1.733 0.07
H 0.299 1.215 -4.257 0.05
H -0.751 0.413 3.933 0.24
H -1.077 1.686 -3.204 0.05
H -2.388 -0.629 0.633 0.10
```

## Properties
Frontier orbital gap in eV: 8.99
E_HOMO in eV: -8.6
E in eV: -15426.150
LUMO energy in eV: 0.37
Multiplicity: 1
Net charge: 0

***

(3)
The following is a DFT calculation (ωB97M-V/def2-TZVPD) of a structure of composition CH4I2NOP.

```
10
Properties=species:S:1:pos:R:3:lowdin_charge:R:1
I -2.089 1.255 -3.910 0.71
I 0.746 3.233 -0.099 0.27
P 0.061 1.327 -1.595 0.35
O -0.408 0.198 -0.487 -0.52
N -1.476 1.813 -2.044 -0.86
C 0.552 -0.496 0.265 -0.18
H 0.755 -1.566 -0.005 0.11
H 0.077 -0.556 1.243 0.09
H 1.389 0.073 0.281 0.00
H -2.064 1.448 -1.268 0.01
```

## Properties
Frontier orbital gap in eV: 8.27
E_HOMO in eV: -9.0
E in eV: -30129.481
LUMO energy in eV: -0.68
Multiplicity: 1
Net charge: 0

***

(4)
The following is a DFT calculation (ωB97M-V/def2-TZVPD) of a structure of composition C23H27N3O5ReS.

```
60
Properties=species:S:1:pos:R:3:mulliken_spin:R:1
Re -0.605 0.283 0.443 0.94
S -1.102 0.222 2.878 -0.01
O -1.012 -1.653 0.019 0.01
O 1.221 2.324 -1.383 0.00
O 1.211 -0.369 0.836 0.03
O -2.347 -0.299 -2.301 0.00
O 4.679 -3.163 2.411 0.00
N -0.458 0.759 -1.524 -0.03
N -0.422 2.387 0.930 0.02
N -2.660 0.868 0.287 0.00
C 1.701 -3.998 0.642 0.00
C -1.740 3.084 0.941 0.01
C -0.304 -2.712 0.019 0.01
C 1.693 -1.590 1.008 0.05
C -2.905 0.595 2.785 0.01
C -0.980 -3.936 -0.516 0.00
C -1.143 0.506 -5.125 0.00
C 2.928 -1.713 1.647 -0.01
C 0.496 1.636 -2.072 0.00
C -0.402 1.110 -6.140 0.00
C -0.360 1.834 3.359 0.00
C 1.021 -2.758 0.529 -0.02
C 2.916 -4.101 1.239 -0.01
C 0.702 1.905 -5.857 0.00
C 5.350 -2.081 3.054 0.00
C -0.733 0.730 -3.827 0.00
C 3.536 -2.954 1.796 0.00
C 1.111 2.134 -4.544 0.00
C 0.377 1.536 -3.542 0.00
C -3.477 0.320 1.403 0.00
C 0.332 2.542 2.196 0.00
C -1.316 0.294 -2.538 0.00
C -2.742 2.339 0.061 0.01
H -2.102 3.131 1.965 0.00
H -3.395 -0.060 3.504 0.00
H -0.368 -4.415 -1.279 0.00
H -1.936 -3.651 -0.949 0.00
H 0.367 1.610 4.139 0.00
H 1.318 2.110 2.028 0.00
H -2.002 -0.114 -5.341 0.00
H 3.400 -0.803 1.994 0.00
H -1.633 4.112 0.594 0.00
H -4.496 0.714 1.364 0.00
H 1.971 2.748 -4.317 0.00
H 1.234 -4.890 0.251 0.00
H -2.502 2.513 -0.988 0.00
H 4.709 -1.626 3.811 0.00
H 0.169 2.767 0.179 0.00
H 1.255 2.361 -6.667 0.00
H -3.049 1.619 3.118 0.00
H 0.462 3.596 2.452 0.00
H -0.698 0.956 -7.169 0.00
H -1.156 -4.657 0.284 0.00
H 5.666 -1.328 2.330 0.00
H -3.004 0.410 -0.566 0.00
H 3.430 -5.049 1.320 0.00
H 6.224 -2.510 3.529 0.00
H -3.754 2.703 0.242 0.00
H -3.525 -0.757 1.244 0.00
H -1.150 2.427 3.814 0.00
```

## Properties
Frontier orbital gap (spin up / spin down) in eV: 6.20 / 6.62
E_HOMO (spin up / spin down) in eV: -14.2 / -14.1
E in eV: -51950.539
LUMO energy (spin up / spin down) in eV: -7.96 / -7.52
Multiplicity: 2
Net charge: +2

***

(5)
The following is a DFT calculation (ωB97M-V/def2-TZVPD) of a cluster of 2 separate species, C2H10NO in total.

```
14
Properties=species:S:1:pos:R:3:lowdin_charge:R:1
O 0.973 -0.184 -0.840 -0.17
N -0.955 0.900 0.945 0.15
C 0.213 -0.754 -1.946 -0.09
C -0.180 0.032 1.834 -0.04
H -0.506 0.131 2.868 0.11
H 0.895 -1.103 -2.714 0.09
H 0.867 0.138 1.627 0.09
H -0.359 -1.020 1.580 0.11
H -0.651 1.870 1.060 0.18
H -0.416 0.052 -2.306 0.08
H -0.759 0.743 -0.053 0.13
H -1.965 0.815 1.050 0.18
H -0.354 -1.591 -1.560 0.08
H 1.874 -0.511 -0.835 0.09
```

## Properties
Frontier orbital gap in eV: 11.26
E_HOMO in eV: -14.9
E in eV: -5766.672
LUMO energy in eV: -3.62
Multiplicity: 1
Net charge: +1

***

(6)
The following is a DFT calculation (ωB97M-V/def2-TZVPD) of an isolated molecule of C4H5N3O.

```
13
Properties=species:S:1:pos:R:3:lowdin_charge:R:1
O 0.443 2.854 -1.100 -0.06
N -0.451 1.846 -1.447 0.01
N -0.247 0.827 -0.656 0.00
N 1.968 0.033 1.072 0.18
C -1.072 -1.258 0.013 -0.09
C -0.002 -1.459 0.980 -0.12
C -1.187 -0.139 -0.694 -0.21
C 1.095 -0.784 1.056 -0.21
H 2.892 -0.038 0.672 0.09
H 0.703 2.578 -0.193 0.09
H -0.152 -2.378 1.601 0.12
H -2.097 -0.067 -1.201 0.09
H -1.892 -2.016 -0.106 0.12
```

## Properties
Frontier orbital gap (spin up / spin down) in eV: 7.92 / 7.91
E_HOMO (spin up / spin down) in eV: -8.1 / -8.1
E in eV: -10742.166
LUMO energy (spin up / spin down) in eV: -0.19 / -0.19
Multiplicity: 1
Net charge: 0
SMILES string: N=C=C/C=C\N=N\O

***

Relative energy (zero: lowest compared OMol25 entry of this formula, charge and spin) (kcal per mole)
28.76, 79.45, 0.46, 0.00, 23.29, 125.65